(1)
Below is a molecular structure, C41H35CuN3O3P2S, with properties calculated with ωB97M-V/def2-TZVPD.

Last column: Mulliken spin population.
Atoms and positions in Å:
Cu 1.044 -0.639 1.430  0.51
N 0.868 -1.145 3.370  0.13
N 2.043 -1.845 3.725  0.00
C 2.942 -2.146 2.689  -0.01
O 3.858 -2.914 2.881  0.02
O 2.722 -1.484 1.580  0.11
H 0.777 -0.316 3.947  -0.01
H 0.019 -1.768 3.486  -0.02
H 1.907 -2.580 4.403  0.00
C -2.675 2.479 -3.925  0.00
C -1.453 2.831 -3.063  0.00
C -0.921 4.218 -3.462  0.00
C -1.873 2.846 -1.596  0.00
C -2.833 3.730 -1.098  0.00
C -3.243 3.688 0.226  0.00
C -2.723 2.730 1.095  0.00
C -1.775 1.836 0.629  0.00
P -1.138 0.400 1.551  0.11
C -2.224 -0.920 0.942  -0.01
C -1.688 -2.125 0.495  0.00
C -2.521 -3.127 0.030  0.00
C -3.895 -2.935 0.015  0.00
C -4.437 -1.738 0.452  0.00
C -3.604 -0.729 0.912  0.00
C -1.587 0.827 3.253  0.00
C -0.852 1.857 3.842  0.02
C -1.112 2.225 5.153  0.00
C -2.096 1.561 5.875  0.00
C -2.827 0.539 5.287  0.00
C -2.581 0.171 3.971  0.00
C -1.356 1.944 -0.692  0.00
O -0.392 1.041 -1.005  0.03
C 0.130 1.002 -2.257  0.00
C 1.182 0.100 -2.399  0.02
C 1.724 -0.077 -3.665  0.00
C 1.239 0.662 -4.734  0.00
C 0.228 1.594 -4.538  0.00
C -0.354 1.791 -3.289  0.00
P 1.875 -0.660 -0.879  0.04
C 2.158 -2.378 -1.392  0.02
C 1.181 -3.020 -2.154  0.01
C 1.310 -4.364 -2.470  0.00
C 2.415 -5.076 -2.026  0.01
C 3.386 -4.445 -1.262  -0.01
C 3.260 -3.103 -0.936  0.01
C 3.503 0.139 -0.742  0.00
C 4.552 -0.149 -1.610  0.00
C 5.762 0.515 -1.487  0.00
C 5.931 1.476 -0.501  0.00
C 4.890 1.770 0.368  0.00
C 3.682 1.100 0.249  0.01
H -3.468 3.215 -3.786  0.00
H -3.067 1.497 -3.657  0.00
H -2.408 2.466 -4.983  0.00
H -1.686 4.981 -3.315  0.00
H -0.634 4.233 -4.514  0.00
H -0.049 4.484 -2.864  0.00
H -3.274 4.463 -1.762  0.00
H -3.984 4.390 0.584  0.00
H -3.064 2.687 2.122  0.00
H -0.618 -2.309 0.518  -0.01
H -2.095 -4.066 -0.299  0.00
H -4.547 -3.729 -0.325  0.00
H -5.509 -1.596 0.460  0.00
H -4.020 0.215 1.244  0.00
H -0.086 2.375 3.272  0.00
H -0.544 3.023 5.612  0.00
H -2.288 1.841 6.903  0.00
H -3.584 0.008 5.849  0.00
H -3.141 -0.639 3.528  0.00
H 2.521 -0.794 -3.815  0.00
H 1.657 0.523 -5.722  0.00
H -0.118 2.178 -5.382  0.00
H 0.315 -2.469 -2.505  0.00
H 0.546 -4.853 -3.059  0.00
H 2.515 -6.126 -2.270  0.00
H 4.240 -4.999 -0.898  0.00
H 3.997 -2.631 -0.304  0.00
H 4.431 -0.910 -2.371  0.00
H 6.577 0.277 -2.158  0.00
H 6.878 1.990 -0.403  0.00
H 5.022 2.511 1.145  0.00
H 2.879 1.320 0.944  0.00
S -4.057 -3.141 4.097  0.00
C -2.452 -2.980 3.837  0.00
N -1.315 -2.824 3.601  0.00

Properties
⟨S²⟩ ... 0.755
2S+1 ... 2
LUMO (alpha / beta) ... 0.0 / -1.3 eV
ΔE to the lowest compared entry with this formula, charge and spin ... 0.000 eV

---

(2)
Below is a molecular structure, C41H36CoF9N3O3P, with properties calculated with ωB97M-V/def2-TZVPD.

Last column: Mulliken spin population.
Atoms and positions in Å:
Co -0.993 0.029 -0.164  2.61
C -4.939 -5.662 0.376  -0.01
O -4.685 -5.144 1.699  0.01
C -3.907 -4.093 1.820  0.08
C -3.712 -3.670 3.185  0.28
C -2.915 -2.564 3.498  0.03
C -2.284 -1.838 2.528  0.15
C -1.427 -0.663 2.887  0.00
C -1.234 -0.201 4.302  0.01
O -0.846 -0.046 2.020  0.10
C -2.463 -2.286 1.114  0.09
O -1.878 -1.722 0.168  0.24
C -3.303 -3.409 0.813  0.08
H -5.571 -6.528 0.516  0.00
H -4.004 -5.956 -0.100  0.00
H -5.457 -4.917 -0.228  0.00
H -4.206 -4.238 3.968  -0.01
H -2.809 -2.292 4.537  0.02
H -1.683 -0.821 5.071  0.00
H -1.644 0.809 4.379  0.00
H -0.159 -0.122 4.483  0.00
H -3.412 -3.682 -0.228  0.00
F 3.114 -6.073 -1.922  0.00
C 4.016 -5.092 -1.784  0.00
F 4.930 -5.487 -0.886  0.00
F 4.640 -4.923 -2.958  0.00
C 3.366 -3.803 -1.342  0.00
C 4.155 -2.662 -1.245  0.00
C 3.590 -1.464 -0.847  0.00
C 2.228 -1.395 -0.550  -0.04
C 1.453 -2.551 -0.631  0.03
C 2.020 -3.758 -1.033  0.01
P 1.444 0.152 0.002  0.11
C 2.223 1.490 -0.947  -0.04
C 1.569 1.996 -2.075  0.00
C 2.165 2.987 -2.842  0.00
C 3.411 3.481 -2.476  0.00
C 4.057 3.003 -1.351  0.00
C 3.464 2.009 -0.587  0.00
C 4.039 4.552 -3.332  0.00
F 5.198 4.975 -2.819  0.00
F 4.272 4.088 -4.570  0.00
F 3.216 5.608 -3.442  0.00
C 2.063 0.393 1.693  0.01
C 1.905 1.648 2.284  0.01
C 2.279 1.851 3.599  0.00
C 2.805 0.793 4.334  0.00
C 2.968 -0.452 3.759  0.00
C 2.594 -0.652 2.432  0.00
C 3.183 1.039 5.771  0.00
F 3.677 -0.063 6.349  0.00
F 4.100 2.011 5.869  0.00
F 2.100 1.431 6.473  0.00
H 5.211 -2.716 -1.483  0.00
H 4.212 -0.579 -0.782  0.00
H 0.399 -2.524 -0.365  -0.01
H 1.419 -4.656 -1.100  0.00
H 0.584 1.624 -2.357  0.03
H 1.663 3.380 -3.720  0.00
H 5.019 3.410 -1.068  0.00
H 3.970 1.656 0.305  0.00
H 1.488 2.473 1.713  0.00
H 2.163 2.825 4.062  0.00
H 3.389 -1.263 4.339  0.00
H 2.721 -1.633 1.987  0.00
C 0.523 -0.887 -5.408  0.00
C -0.432 -0.404 -4.360  0.01
C -1.609 0.304 -4.447  0.00
C -2.055 0.487 -3.130  0.00
N -1.201 -0.075 -2.270  0.07
N -0.217 -0.596 -3.051  0.00
C -3.301 1.192 -2.685  0.01
H 0.125 -0.683 -6.399  0.00
H 0.699 -1.962 -5.326  0.00
H 1.485 -0.379 -5.317  0.00
H -2.102 0.636 -5.350  0.00
H 0.532 -1.127 -2.637  0.00
H -3.972 1.326 -3.532  0.00
H -3.079 2.183 -2.276  0.00
H -3.830 0.617 -1.923  0.00
C -4.455 5.321 0.417  0.00
C -3.614 4.075 0.375  0.00
C -4.147 2.819 0.645  0.00
C -3.343 1.703 0.574  0.01
N -2.042 1.762 0.258  0.08
C -1.512 2.975 0.026  0.02
C -2.255 4.133 0.071  0.00
H -5.514 5.091 0.511  0.00
H -4.303 5.916 -0.483  0.00
H -4.166 5.945 1.266  0.00
H -5.192 2.709 0.909  0.00
H -3.751 0.716 0.774  -0.01
H -0.451 3.006 -0.206  -0.01
H -1.774 5.084 -0.126  0.00

Properties
⟨S²⟩ ... 6.040
2S+1 ... 5
LUMO (alpha / beta) ... -5.4 / -8.3 eV
Net charge ... +2
ΔE to the lowest compared entry with this formula, charge and spin ... 0.000 eV